(1)
Entry from the Open Molecules 2025 dataset: a structure of composition C25H47ClF2IO11PSi2 at a distorted geometry (ωB97M-V with the def2-TZVPD basis set).

Summary:
frontier orbital gap	8.08	eV
maximum force	3.243	eV/Å
LUMO level	-0.11	eV

XYZ file:
```
90
Properties=species:S:1:pos:R:3:forces:R:3:mulliken_charge:R:1
C 3.41480 -1.38592 1.33670 -1.1850 -1.2802 -0.1961 -1.1645
C 1.90146 -1.01978 1.80255 2.3545 0.1585 -0.2497 0.3968
C 2.03539 -0.10414 3.09852 0.1270 0.3160 -1.0261 -0.0130
Cl 3.29009 -0.73326 4.31961 -0.9857 0.1915 -0.7477 -0.1302
Si 0.40923 0.32940 3.99612 -0.2768 0.9596 1.1984 -0.0306
I 1.15093 1.86734 5.85376 -0.1543 -0.5993 -0.2687 -0.2538
C -0.78387 1.45346 2.95476 -1.1459 -0.1430 0.6257 0.6536
C -0.52934 3.01727 3.14992 -0.2657 0.3733 -0.7009 -0.9583
C -1.30417 3.91613 2.04415 1.1623 -1.1346 0.6142 -0.8035
C -0.61170 3.64994 0.62706 0.1042 0.7795 0.7668 0.1238
C 0.36233 4.85507 0.16057 -0.7605 -1.2578 -0.9861 -0.8849
C 1.41128 4.16972 -0.87036 -0.2237 0.6888 0.2312 -0.4664
C 2.87210 4.06625 -0.21466 -0.0194 -0.4586 -0.4808 -0.7477
C 3.61116 2.67403 -0.48825 -0.5710 0.4560 -0.0134 -0.2236
C 3.34571 2.07027 -1.94885 0.7694 -0.6618 0.6679 -0.0903
C 4.49137 0.96501 -2.21944 -0.6367 0.7309 0.7138 -0.7405
O 3.97468 -0.29629 -1.73962 -0.0125 0.2918 -1.2335 -0.2039
C 3.33805 -1.05686 -2.79154 0.1081 -0.6234 0.2491 -0.4203
O -0.36860 -0.95485 4.81363 0.4197 0.2326 -2.4604 -0.5056
Si -1.13587 -2.13693 3.84532 -1.4293 -0.0602 0.9377 0.6430
C -2.78914 -2.58163 4.75418 0.4961 1.1963 -0.1040 -1.0904
C -1.63421 -1.66507 2.07236 -0.3908 -0.0850 -1.4730 -0.5029
O -2.89166 -0.88265 2.00368 0.3591 0.1030 -2.0978 -0.3804
C -3.25004 -0.74089 0.64090 -0.7968 -0.2925 -1.8781 0.5749
C -3.32899 0.74638 0.05920 -0.6539 -0.6763 1.2640 0.2536
O -3.52787 -1.67251 -0.12096 1.0168 1.8094 2.4925 -0.5856
P -0.00494 -4.07558 3.80863 0.7730 -1.2036 0.6534 -0.0981
C -0.02656 -4.83051 2.08182 1.1521 -0.0081 -0.6946 -0.7967
O 1.64685 -3.73898 4.14641 -1.2692 0.4242 -0.4914 -0.4580
H 4.10800 -0.49239 1.36150 -0.8296 -1.1345 -0.1018 0.3329
H 3.76093 -2.23707 2.01399 -0.1465 1.4159 -0.7999 0.4822
H 3.33645 -1.84782 0.29258 0.3538 0.9435 1.3264 0.1227
H 1.47413 -0.41134 0.93480 0.0770 -0.7636 1.3703 0.1830
H 1.39167 -2.01701 1.96253 0.2146 1.3292 -0.0556 -0.2443
H 2.47907 0.89449 2.74016 -0.6465 -1.3530 0.5745 0.2424
H -0.84641 1.12226 1.86664 0.2506 0.5959 1.2851 -0.3143
H -1.82248 1.23127 3.39708 1.3142 0.1735 -0.7054 0.2469
H -0.91831 3.38333 4.15796 0.8533 -0.8351 -1.1908 0.4447
H 0.60304 3.18525 3.06979 -1.6155 0.1772 0.2039 0.2829
H -2.40455 3.61201 2.08389 1.4089 0.5943 -0.1897 0.3308
H -1.16052 4.98913 2.38918 -0.4530 -1.1973 -0.6583 0.3620
H -1.43587 3.45997 -0.13584 1.3621 0.2079 0.6356 0.2326
H 0.07948 2.73995 0.71541 -1.2178 1.0134 -0.1459 -0.2340
H 0.88939 5.34308 1.03715 -0.6360 -0.6595 -0.9996 0.4040
H -0.29702 5.61968 -0.36214 0.9957 -0.7473 0.6797 0.3150
H 0.98342 3.15275 -1.17178 0.7282 1.3209 0.5138 0.1629
H 1.46597 4.76707 -1.84528 0.0047 -0.7547 1.3855 0.5096
H 2.82281 4.18961 0.92343 0.0262 0.0926 -1.6109 0.3360
H 3.49938 4.90454 -0.67973 -0.7763 -1.0918 0.9195 0.2900
H 4.72200 2.85248 -0.27616 -1.4605 -0.4661 -0.4168 0.4222
H 3.21932 1.89737 0.26115 0.6816 1.0203 -0.9570 -0.3177
H 2.37170 1.48100 -1.87905 1.1687 0.9262 -0.4380 0.1294
H 3.28502 2.84870 -2.76944 0.1182 -0.7748 1.0460 0.3320
H 4.80114 0.90162 -3.30860 -0.2483 0.0576 1.2523 0.3204
H 5.36960 1.23126 -1.53545 -0.9929 -0.5181 -1.2562 0.2802
H 2.58703 -1.75338 -2.28393 0.9802 1.0301 -0.8259 -0.1550
H 2.82721 -0.40258 -3.57561 0.5548 -0.7652 1.0861 0.3638
H 4.13812 -1.69343 -3.28441 -1.0291 0.6699 0.2819 0.3094
H -3.47673 -1.68831 4.54504 0.6343 -1.4551 0.2203 0.2799
H -3.22184 -3.56800 4.41155 0.3852 1.2050 0.5485 0.3182
H -2.54527 -2.54040 5.85988 -0.4170 -0.4331 -1.1996 0.2795
H -1.85443 -2.63862 1.50609 0.5470 1.1178 0.8472 0.6948
H -0.87605 -1.08659 1.45947 -0.5368 -0.8137 0.7185 0.1996
H -3.98131 0.69688 -0.87757 1.1955 0.1599 1.3676 -0.3913
H -2.29165 1.15859 -0.13660 -1.2566 -0.5289 0.1692 -0.0234
H -3.83826 1.37335 0.86831 0.7728 -0.6056 -1.2126 0.3236
H -0.99729 -5.38356 1.88785 1.0437 0.9342 0.3188 0.3445
H 0.79956 -5.62579 2.06271 -1.1287 1.0761 0.2033 0.3605
H 0.23791 -4.09271 1.25869 -0.5492 -0.9550 0.7976 0.0813
H 1.66214 -2.95892 4.73768 0.2644 -0.3996 -0.3535 0.2909
C -4.91344 0.45785 -3.75839 0.3211 -0.8676 0.2950 -0.3430
C -5.90488 1.13429 -4.65254 -0.6884 0.2129 0.1949 0.2931
O -5.51043 2.49096 -4.59893 0.4955 -0.5042 -0.1743 -0.3042
C -4.16679 2.47324 -4.36939 0.9441 1.1229 -0.0220 0.6379
O -3.44732 3.40986 -4.52640 -0.4643 -0.6156 0.1767 -0.5169
O -3.74623 1.24827 -3.94404 -0.2961 0.3847 -0.2310 -0.2395
F -7.16101 1.02924 -4.15614 -0.1008 -0.0155 -0.1413 -0.2864
H -5.20717 0.48610 -2.70590 -0.2381 0.0747 -0.1529 0.1672
H -4.73440 -0.57902 -4.04416 0.1791 0.1410 0.0044 0.2858
H -5.88733 0.78650 -5.68922 -0.1712 0.0294 0.0578 0.2839
C -0.34233 -4.95586 -3.47225 -0.8500 -0.3964 0.1436 -0.3855
C 0.43839 -3.67884 -3.46488 0.3573 0.2379 0.4994 0.2707
O 1.69545 -4.06645 -3.98491 -0.6529 -0.0686 -0.2837 -0.2453
C 1.43722 -5.11810 -4.81427 0.8907 -0.7975 -0.9922 0.5607
O 2.20213 -5.53263 -5.62755 -0.4855 0.2573 0.5823 -0.5054
O 0.19326 -5.63151 -4.60249 0.4205 0.3919 0.0030 -0.3230
F 0.61536 -3.22270 -2.19945 -0.0222 0.1805 0.0468 -0.2133
H -0.17342 -5.55732 -2.57491 0.1283 0.2230 0.0391 0.2768
H -1.41390 -4.78905 -3.58617 0.1082 -0.1096 -0.1690 0.3015
H 0.01187 -2.88694 -4.08706 0.0646 0.0824 0.1771 0.2579
```
Positions in Å, forces in eV/Å.

---

(2)
Entry from the Open Molecules 2025 dataset: a cluster of 9 separate species, C29H40F15N3O13 in total at a distorted geometry (ωB97M-V with the def2-TZVPD basis set).

Summary:
frontier orbital gap	11.06	eV
maximum force	1.866	eV/Å
LUMO level	0.35	eV
SMILES	CCOC(=O)C(F)(F)F.CCOC(=O)C(F)(F)F.CCOC(=O)C(F)(F)F.CCOC(=O)C(F)(F)F.CCOC(=O)C(F)(F)F.COC(=O)OC.CC#N.CC#N.CC#N
relative energy (zero: lowest compared OMol25 entry of this formula, charge and spin)	0.0	kcal/mol

XYZ file:
```
100
Properties=species:S:1:pos:R:3:forces:R:3:mulliken_charge:R:1
C -0.66108 -3.35217 3.22217 0.2144 0.6938 0.0232 -0.9579
C -0.64615 -3.64007 1.74274 0.0857 0.3480 0.5242 0.3117
O -1.79926 -4.44268 1.40686 -0.2906 0.0178 0.1132 -0.2957
C -1.78807 -4.96878 0.19936 0.3745 -0.5311 1.0069 0.4207
O -0.87737 -4.92221 -0.56652 0.1525 0.1207 -0.8860 -0.5595
C -3.03217 -5.84651 -0.04203 0.1072 0.5749 -0.5976 0.8922
F -3.38638 -5.69164 -1.32457 -0.1911 -0.2274 0.0545 -0.2392
F -2.73540 -7.13306 0.15464 0.0416 -0.1438 0.1041 -0.2740
F -4.04975 -5.51539 0.73595 -0.1852 -0.1015 0.0756 -0.2191
H -0.45385 -4.17517 3.90338 -0.3335 -0.2882 -0.2286 0.4373
H -1.59088 -2.83132 3.45433 -0.0620 -0.2499 0.3278 0.3005
H 0.12981 -2.61976 3.40546 -0.0222 -0.0005 -0.0817 -0.0454
H 0.26718 -4.12496 1.40834 -0.0726 -0.0707 -0.1292 0.4356
H -0.77022 -2.67857 1.24590 0.2209 -0.1525 -0.3231 -0.2043
C 4.99780 2.97376 3.59702 0.1522 0.0616 0.0676 -1.4511
C 3.57318 2.76013 3.15696 -0.3429 -0.5360 1.4157 0.2327
O 3.48037 3.00297 1.75184 0.6062 0.3832 -0.2570 -0.2286
C 2.27076 2.92523 1.25202 0.1212 -0.5235 -0.0889 0.2841
O 1.31312 2.58832 1.87186 -0.8347 0.1690 0.0324 -0.4620
C 2.22646 3.20484 -0.26856 0.3909 0.0343 0.0705 0.8784
F 2.08806 2.06664 -0.95010 -0.1455 0.0396 0.1949 -0.1525
F 1.20747 4.00782 -0.55994 -0.1310 0.0191 -0.0249 -0.2541
F 3.35709 3.78834 -0.68034 -0.0093 0.1200 -0.0996 -0.2872
H 5.68619 2.21718 3.21950 -0.0664 0.0778 -0.2642 0.3007
H 5.07642 2.92102 4.68358 -0.2199 0.0431 0.0043 0.4007
H 5.32496 3.96655 3.28713 0.1595 -0.0716 -0.0216 0.3544
H 2.88959 3.39556 3.73213 0.1298 0.4486 -0.4870 0.3141
H 3.17838 1.77445 3.43375 0.3188 -0.1544 -0.5053 0.0355
C 3.87956 -1.43889 -6.60653 0.5896 -0.6697 0.2288 -1.1744
C 3.73807 -0.98151 -5.18243 1.0115 1.3268 0.5142 -0.2618
O 2.44402 -1.26194 -4.65483 -0.6859 -0.7120 -0.7980 -0.2130
C 2.00107 -0.54363 -3.64959 0.9387 -0.1071 0.4156 0.2221
O 2.65384 0.25959 -3.05464 -0.1575 0.5545 0.3118 -0.5559
C 0.57654 -0.92884 -3.22045 0.0366 -0.6948 0.2329 0.8742
F 0.54009 -1.17485 -1.89998 0.0952 0.3385 -0.2385 -0.1629
F -0.27154 0.05127 -3.49949 -0.0591 -0.0462 -0.0231 -0.1038
F 0.18510 -2.05258 -3.82835 -0.2573 0.1541 -0.1403 -0.2934
H 3.22640 -0.96433 -7.33141 -0.2042 0.0657 0.1644 0.3039
H 3.78970 -2.52669 -6.64715 -0.2943 0.0683 -0.1758 0.3077
H 4.91672 -1.24154 -6.89032 -0.0776 0.1509 -0.0929 0.3835
H 3.96284 0.08540 -5.05506 -0.5095 0.0269 -0.3465 0.3315
H 4.52123 -1.39360 -4.53543 -0.3642 -0.6131 -0.0560 0.2967
C 0.86305 6.30775 -3.71903 0.3367 1.2435 0.2660 -1.3532
C 0.68668 4.92649 -4.22199 0.4822 -0.6513 -0.5602 -0.0061
O -0.65358 4.48118 -3.95173 -0.2272 0.2666 0.4733 -0.2350
C -0.95704 3.27360 -4.37264 0.0967 0.2893 -0.4743 0.4547
O -0.29553 2.61191 -5.11182 0.2543 -0.5743 -0.1749 -0.5610
C -2.31623 2.77880 -3.85392 -0.4561 0.7509 -0.1050 0.8320
F -2.13378 1.75459 -3.04137 -0.0999 -0.2548 0.3836 -0.1885
F -2.99105 3.74369 -3.21650 0.1328 -0.1783 0.1411 -0.2614
F -3.08715 2.38217 -4.87206 0.1092 -0.1801 -0.1800 -0.2681
H 1.92213 6.57110 -3.77817 0.0023 -0.0841 -0.0365 0.3868
H 0.55710 6.51159 -2.69392 -0.1053 -0.4328 0.0644 0.3252
H 0.34437 7.02916 -4.35243 -0.1172 -0.0844 -0.0049 0.3716
H 1.38426 4.19242 -3.81093 -0.1230 0.1137 0.3114 0.2190
H 0.89843 4.92380 -5.29483 -0.3806 -0.1694 -0.0358 0.2965
C -3.73904 -3.08348 -4.11737 -0.1405 0.3532 0.2677 -1.0347
C -4.24524 -1.78116 -3.52184 -1.2486 -0.9120 -0.3193 -0.3539
O -3.81180 -1.59171 -2.17297 0.6811 1.6858 -0.4209 -0.1794
C -4.33821 -2.25207 -1.18618 0.5726 -0.3579 0.5269 0.2037
O -4.94410 -3.26995 -1.22134 -1.0640 -0.6571 -0.1937 -0.5352
C -3.90810 -1.63109 0.15916 0.4252 0.1522 -0.2499 0.9312
F -4.20626 -2.43234 1.16216 -0.1347 0.0975 0.1154 -0.2229
F -2.56916 -1.46016 0.13559 -0.1130 0.0041 0.1125 -0.1356
F -4.46651 -0.42830 0.35666 -0.0634 -0.0987 0.0479 -0.2875
H -2.66797 -3.17093 -3.93732 0.0746 0.0056 -0.3631 0.2269
H -3.99689 -3.05440 -5.17630 0.3256 -0.2062 -0.0671 0.4093
H -4.22056 -3.94248 -3.65634 -0.0690 0.0308 0.0213 0.3010
H -5.34216 -1.77207 -3.50800 0.0673 -0.1727 0.0531 0.3346
H -3.98473 -0.91484 -4.12322 0.6117 0.1344 0.4130 0.3760
C -0.17296 1.77966 4.80221 0.2273 1.6195 0.3499 -0.5304
O -0.17080 0.40966 5.11019 -0.8096 -0.3045 0.2488 -0.2527
C 0.98367 -0.16433 5.34893 0.5273 -0.4324 -0.6522 0.9326
O 2.07408 0.31853 5.17926 0.3986 0.1869 0.2776 -0.5948
O 0.74525 -1.42041 5.71301 -0.8909 -0.0620 0.2071 -0.3308
C 1.82524 -2.25754 6.01421 1.3017 -0.2009 0.4204 -0.6801
H 0.68811 2.08208 4.20749 -0.1888 -0.2528 -0.2515 0.1171
H -0.14249 2.40275 5.70681 0.1248 -0.4007 0.1428 0.3665
H -1.11225 2.05283 4.33061 0.0329 -0.4572 -0.3440 0.1418
H 2.44329 -2.48095 5.14262 -0.1906 0.0526 -0.1585 0.1868
H 1.45591 -3.18487 6.44165 -0.3873 0.0428 -0.2093 0.2694
H 2.48879 -1.82212 6.76647 -0.1045 0.2183 -0.0778 0.3595
C -0.69983 0.60225 1.50211 -1.1094 -0.0926 -0.2468 1.4213
C -1.47656 1.83906 1.48984 0.3440 -0.1902 0.3310 -0.0921
N -2.10722 2.79544 1.51781 -0.2894 0.2979 -0.0199 -0.6892
H -1.43548 -0.19009 1.66076 0.2421 -0.0721 0.0460 -0.3568
H 0.01891 0.57596 2.30903 0.2112 0.1104 -0.1543 -0.3692
H -0.27367 0.47695 0.50985 0.3943 -0.1538 0.1457 0.0475
C -5.04639 1.74893 3.17057 -0.1807 -0.4080 -0.4025 -0.9428
C -4.15998 0.64851 3.52948 -0.3874 0.7453 -0.1283 0.5251
N -3.47349 -0.22712 3.78352 0.5704 -0.6688 0.1771 -0.4304
H -5.92990 1.73269 3.80439 0.0747 0.1621 0.1418 0.3498
H -5.37816 1.55941 2.14855 0.0145 0.1469 -0.0254 0.2181
H -4.52992 2.70325 3.19091 0.0412 0.0175 0.1165 0.3129
C 4.51869 -1.41452 2.31133 -0.1653 0.6389 -0.8546 -1.0028
C 3.07634 -1.31130 2.11065 0.2960 -0.3673 0.1826 0.2648
N 1.94458 -1.26980 1.94492 -0.3656 0.0895 -0.0321 -0.0960
H 4.93536 -2.10596 1.58085 -0.0530 -0.3167 0.2527 0.3663
H 4.75807 -1.67543 3.33412 0.1088 -0.0124 0.0595 0.3146
H 4.93194 -0.44520 2.01928 0.1522 0.0066 0.4287 0.2057
```
Positions in Å, forces in eV/Å.

---

(3)
Entry from the Open Molecules 2025 dataset: an isolated molecule of C4H8N2O at a distorted geometry (ωB97M-V with the def2-TZVPD basis set).

Summary:
frontier orbital gap	11.19	eV
maximum force	1.105	eV/Å
LUMO level	0.81	eV
SMILES	C[C@](O)(C#N)CN
relative energy (zero: lowest compared OMol25 entry of this formula, charge and spin)	29.2	kcal/mol

XYZ file:
```
15
Properties=species:S:1:pos:R:3:forces:R:3:mulliken_charge:R:1
C 1.03112 1.48241 -0.40035 0.0144 0.0541 -0.0323 -1.5299
C 0.35820 0.29163 0.26817 0.0888 0.0135 -0.2626 1.2485
O -0.03834 0.66828 1.56001 -0.1658 -0.1480 0.1385 -0.5613
C -0.85835 -0.22434 -0.51775 0.0298 0.1545 -0.1154 -0.7117
N -1.45417 -1.31247 0.24867 -0.0120 -0.1841 -0.1404 -0.6162
C 1.32812 -0.84730 0.34335 0.6135 -0.8282 0.0534 -0.1190
N 2.01941 -1.77452 0.38172 -0.6381 0.9016 -0.0413 -0.4542
H 1.94808 1.74263 0.13420 -0.1383 -0.0230 -0.0664 0.3978
H 0.35138 2.33804 -0.36480 0.0537 -0.1361 -0.0238 0.3587
H 1.28104 1.25446 -1.44105 -0.0217 0.0210 0.1576 0.3497
H -0.71814 0.02014 1.81986 0.1085 0.1193 0.0333 0.4331
H -0.55262 -0.49063 -1.54102 0.0016 0.0059 0.1761 0.3389
H -1.58047 0.59787 -0.57658 0.1345 -0.0811 -0.0025 0.4095
H -0.81225 -2.10197 0.28181 -0.1018 0.0421 -0.0233 0.2088
H -2.30304 -1.64424 -0.19625 0.0327 0.0884 0.1489 0.2471
```
Positions in Å, forces in eV/Å.